1.
This record from the OMol25 dataset describes one molecule with the formula C4H3NOS. The level of theory is the ωB97M-V functional and the def2-TZVPD basis.

Last column: natural (NBO) charge in e.
Element x y z (Å)
C -1.26415 -0.53361 -0.09455  0.69
C 1.07409 -0.20198 0.01315  0.04
C 0.58498 1.08446 -0.05699  -0.27
C -0.70598 0.99928 0.10271  -0.21
H 0.07781 -2.30793 0.46348  0.46
H 1.24242 1.94782 -0.11010  0.26
H -1.37753 1.83009 -0.11174  0.22
N 0.08337 -1.19539 0.24925  -0.69
O -2.35490 -0.99560 -0.28888  -0.51
S 2.63988 -0.62715 -0.16631  0.00

Output
**E_LUMO**: -1.31 eV
**Molar mass**: 113.14 g/mol
**Structure (SMILES)**: O=C1C=CC(=S)N1
**HOMO level**: -9.02 eV
**2S+1**: 1
**Kohn-Sham gap**: 7.7 eV
**Total charge**: 0

***

2.
This record from the OMol25 dataset describes one molecule with the formula C4H3NOS. The level of theory is the ωB97M-V functional and the def2-TZVPD basis.

Last column: natural (NBO) charge in e.
Element x y z (Å)
C 0.64643 1.05687 1.00870  0.54
C 0.73892 1.85666 -0.34992  -0.30
C -0.18612 -0.82861 -0.84226  -0.65
C -0.88450 -0.57414 0.43315  0.16
N -0.43894 0.20775 1.32813  -0.43
O 1.61320 1.19120 1.71351  -0.50
S 0.44674 0.82210 -1.56448  0.47
H -0.82044 -1.26582 -1.60616  0.24
H 0.72584 -1.40689 -0.72734  0.26
H -1.84114 -1.05911 0.60666  0.19

Output
**E_LUMO**: -0.87 eV
**Molar mass**: 113.14 g/mol
**HOMO level**: -9.39 eV
**2S+1**: 1
**Kohn-Sham gap**: 8.5 eV
**Total charge**: 0

***

3.
This record from the OMol25 dataset describes a 2-piece molecular cluster, C4H3NOS overall. The level of theory is the ωB97M-V functional and the def2-TZVPD basis.

Last column: natural (NBO) charge in e.
Element x y z (Å)
C 2.19233 -0.76917 -0.86455  0.45
C -0.00202 1.54409 -1.65402  0.30
C -1.67546 -0.33547 0.88321  -0.38
C -0.74716 0.56200 0.60462  -0.01
N -0.26461 1.05113 -0.62914  -0.55
O 1.33566 -0.48017 -0.15449  -0.48
S 3.44189 -1.28361 -1.60191  0.04
H -1.96173 -0.51810 1.87720  0.22
H -2.27691 -0.72708 0.12884  0.21
H -0.04200 0.95638 1.41023  0.22

Output
**E_LUMO**: 0.43 eV
**Molar mass**: 113.14 g/mol
**HOMO level**: -10.29 eV
**2S+1**: 1
**Kohn-Sham gap**: 10.7 eV
**Total charge**: 0

***

4.
This record from the OMol25 dataset describes one molecule with the formula C4H3NOS. The level of theory is the ωB97M-V functional and the def2-TZVPD basis.

Last column: natural (NBO) charge in e.
Element x y z (Å)
C -0.35176 1.75199 -1.40095  -0.72
C 0.29012 0.41719 -1.02561  0.52
C -0.00837 -0.17049 0.32069  -0.28
C -1.19938 -1.01726 0.42951  0.20
H -1.49074 1.80481 -0.89481  0.24
H -0.40462 1.95865 -2.54169  0.27
H 0.21988 2.47473 -0.79553  0.26
N -2.04293 -1.86541 0.19224  -0.22
O 1.14850 -0.19916 -1.69304  -0.48
S 0.90027 0.15778 1.65555  0.21

Output
**E_LUMO**: -2.08 eV
**Molar mass**: 113.14 g/mol
**Structure (SMILES)**: CC(=O)C(=S)C#N
**HOMO level**: -9.97 eV
**2S+1**: 1
**Kohn-Sham gap**: 7.9 eV
**Total charge**: 0

***

Most stable: 1

***

1.
This record from the OMol25 dataset describes one molecule with the formula C4H3NOS. The level of theory is the ωB97M-V functional and the def2-TZVPD basis.

Last column: natural (NBO) charge in e.
Element x y z (Å)
C -0.15049 0.48302 0.19546  0.04
C -0.99841 1.54777 0.79204  0.35
C -0.39474 -0.10476 -1.12241  -0.12
C -0.88612 -0.80500 -1.99505  -0.17
H 0.84372 -2.05434 -0.67242  0.12
H -0.59499 2.15432 1.59074  0.17
H -0.99567 -1.79780 -2.80789  0.30
N 0.97603 0.13847 0.76097  -0.50
O -2.30276 1.68354 0.57226  -0.50
S 1.68221 -1.21662 0.29778  0.31

Output
**E_LUMO**: -1.17 eV
**Molar mass**: 113.14 g/mol
**Structure (SMILES)**: C#C/C(C=O)=N\S
**HOMO level**: -9.21 eV
**2S+1**: 1
**Kohn-Sham gap**: 8.0 eV
**Total charge**: 0

***

2.
This record from the OMol25 dataset describes one molecule with the formula C4H3NOS. The level of theory is the ωB97M-V functional and the def2-TZVPD basis.

Last column: natural (NBO) charge in e.
Element x y z (Å)
C 0.69236 -0.57356 -0.12159  -0.17
C -1.77523 0.57994 0.29347  -0.27
C 1.95030 -0.69117 0.23250  0.62
C -0.26783 0.77690 0.12865  -0.53
N -0.36899 -1.62330 -0.30041  -0.78
O 3.15012 -0.62823 0.26820  -0.45
S -1.97197 -1.03358 0.17185  0.66
H -0.07773 1.39757 1.11074  0.26
H 0.04837 1.34940 -0.75067  0.26
H -0.21843 -2.57176 0.17976  0.40

Output
**E_LUMO**: -0.22 eV
**Molar mass**: 113.14 g/mol
**HOMO level**: -8.44 eV
**2S+1**: 1
**Kohn-Sham gap**: 8.2 eV
**Total charge**: 0

***

Most stable: 2

***

1.
This record from the OMol25 dataset describes one molecule with the formula C2H5N3S2. The level of theory is the ωB97M-V functional and the def2-TZVPD basis.

Last column: natural (NBO) charge in e.
Element x y z (Å)
C 0.85670 1.42454 0.41773  -0.16
C 0.34302 -1.29505 0.56015  -0.05
H -2.13187 2.19451 0.21108  0.38
H -1.21664 1.06616 -0.77401  0.36
H 1.74921 1.79999 0.90760  0.21
H 0.07543 -0.95107 1.58624  0.22
H 0.40381 -1.91323 -2.17118  0.10
N -1.41007 1.42905 0.15807  -0.62
N -0.27561 1.96850 0.63188  -0.20
N 0.17425 -2.53837 0.29996  -0.57
S 1.01880 -0.07575 -0.57869  0.13
S 0.41297 -3.10928 -1.24883  0.19

Output
**E_LUMO**: 0.47 eV
**Molar mass**: 135.22 g/mol
**Structure (SMILES)**: N/N=C\S/C=N\S
**HOMO level**: -8.71 eV
**2S+1**: 1
**Kohn-Sham gap**: 9.2 eV
**Total charge**: 0

***

2.
This record from the OMol25 dataset describes one molecule with the formula C2H5N3S2. The level of theory is the ωB97M-V functional and the def2-TZVPD basis.

Last column: natural (NBO) charge in e.
Element x y z (Å)
C 0.39498 1.56193 0.13326  -0.09
C -1.20238 -1.61683 -0.23696  -0.11
N -0.02617 0.31079 -0.42073  -0.17
N 1.08710 0.38665 0.45066  -0.43
N -1.19613 -0.36078 0.00065  -0.24
S -2.44204 0.58568 0.50489  -0.15
S 2.65795 0.02693 -0.14662  0.19
H 0.79414 2.22991 -0.81341  0.19
H -0.13387 2.26743 0.94098  0.26
H -2.04452 -2.00365 0.28415  0.22
H -0.40075 -2.10698 -0.77849  0.21
H 2.51168 -1.28108 0.08161  0.12

Output
**E_LUMO (spin up / spin down)**: -0.03 / -0.03 eV
**Molar mass**: 135.22 g/mol
**Structure (SMILES)**: C=[N+]([S-])N1CN1S
**HOMO level (spin up / spin down)**: -8.23 / -8.23 eV
**2S+1**: 1
**Kohn-Sham gap (spin up / spin down)**: 8.2 / 8.2 eV
**Total charge**: 0

***

Most stable: 1

***

1.
This record from the OMol25 dataset describes one molecule with the formula C2H5N3S2. The level of theory is the ωB97M-V functional and the def2-TZVPD basis.

Last column: natural (NBO) charge in e.
Element x y z (Å)
C 1.36589 -1.00165 0.29562  -0.17
C -1.04395 0.13593 0.74764  -0.06
H 2.39921 1.65717 -0.86298  0.38
H 0.88554 0.94135 -1.16204  0.36
H 1.76862 -1.84492 0.80331  0.21
H -0.33954 0.61272 1.45482  0.21
H -2.78733 -0.96513 -1.01982  0.08
N 1.63819 1.12138 -0.51034  -0.62
N 2.11785 0.01092 0.09330  -0.19
N -2.23990 0.53266 0.71794  -0.57
S -0.31958 -1.15454 -0.25066  0.15
S -3.44503 -0.04589 -0.30679  0.23

Output
**E_LUMO**: 0.60 eV
**Molar mass**: 135.22 g/mol
**Structure (SMILES)**: N/N=C\S/C=N\S
**HOMO level**: -8.89 eV
**2S+1**: 1
**Kohn-Sham gap**: 9.5 eV
**Total charge**: 0

***

2.
This record from the OMol25 dataset describes one molecule with the formula C2H5N3S2. The level of theory is the ωB97M-V functional and the def2-TZVPD basis.

Last column: natural (NBO) charge in e.
Element x y z (Å)
C 0.08838 -0.04065 0.28996  -0.07
C -1.14230 0.52314 -0.05093  0.02
N 1.21997 0.57931 0.06874  -0.16
N -2.27458 -0.08157 0.06597  -0.50
N 2.34537 -0.20977 0.19822  -0.61
S -2.66661 -1.67082 -0.00523  -0.10
S -3.59032 1.26261 -0.05728  0.13
H 0.27024 -1.12261 0.60809  0.18
H -0.98485 1.60116 -0.36737  0.23
H 2.22494 -1.19325 0.20948  0.35
H 3.05023 0.13598 -0.40658  0.38
H -4.62987 0.47468 0.25616  0.14

Output
**E_LUMO (spin up / spin down)**: -0.76 / -0.75 eV
**Molar mass**: 135.22 g/mol
**HOMO level (spin up / spin down)**: -7.76 / -7.76 eV
**2S+1**: 1
**Kohn-Sham gap (spin up / spin down)**: 7.0 / 7.0 eV
**Total charge**: 0

***

3.
This record from the OMol25 dataset describes one molecule with the formula C2H5N3S2. The level of theory is the ωB97M-V functional and the def2-TZVPD basis.

Last column: natural (NBO) charge in e.
Element x y z (Å)
C -0.37529 0.11259 0.69994  -0.07
C -0.26312 0.51975 -0.63597  0.00
N 0.07033 -0.93144 1.30127  -0.15
N 0.47336 0.14240 -1.61156  -0.48
N -0.05478 -1.17973 2.59679  -0.59
S 1.65001 -0.85338 -1.83557  0.06
S 0.11668 1.35822 -3.15827  0.04
H -0.77179 0.85094 1.39373  0.16
H -1.02337 1.29968 -0.98565  0.21
H -0.70354 -0.64528 3.21046  0.32
H -0.36104 -2.10661 2.84936  0.37
H 1.24256 1.43286 -3.82454  0.13

Output
**E_LUMO**: -0.64 eV
**Molar mass**: 135.22 g/mol
**HOMO level**: -7.89 eV
**2S+1**: 1
**Kohn-Sham gap**: 7.3 eV
**Total charge**: 0

***

4.
This record from the OMol25 dataset describes one molecule with the formula C2H5N3S2. The level of theory is the ωB97M-V functional and the def2-TZVPD basis.

Last column: natural (NBO) charge in e.
Element x y z (Å)
C -1.79885 -0.11508 -0.10973  0.29
C 1.10085 -0.29634 0.17906  -0.09
H -2.05174 1.87915 0.49767  0.44
H -1.38377 1.41695 -1.46000  0.44
H -2.51871 -1.45230 1.15458  0.36
H 1.18577 0.20010 1.34157  0.19
H 4.53269 -0.52385 -0.79322  0.13
N -1.58168 1.23605 -0.36671  -0.91
N -2.88147 -0.61234 0.33658  -0.67
N 2.14887 -0.50520 -0.55067  -0.57
S -0.34456 -1.20069 -0.36171  0.21
S 3.59262 -0.02645 0.13256  0.19

Output
**E_LUMO**: 0.49 eV
**Molar mass**: 135.22 g/mol
**Structure (SMILES)**: [H]/N=C(/N)S/C=N/S
**HOMO level**: -8.75 eV
**2S+1**: 1
**Kohn-Sham gap**: 9.2 eV
**Total charge**: 0

***

Most stable: 1

***

1.
This record from the OMol25 dataset describes a 2-piece molecular cluster, CH6S2 overall. The level of theory is the ωB97M-V functional and the def2-TZVPD basis.

Last column: natural (NBO) charge in e.
Element x y z (Å)
C 4.10377 -1.06194 -0.44689  -0.85
H 5.19164 -1.31227 -0.77306  0.21
H 3.43006 -1.65080 -1.03156  0.21
H 4.03058 -0.07742 -0.75852  0.21
H 4.04084 -1.26643 0.65145  0.22
S -0.39819 -0.26499 0.26490  -0.15
S -2.06623 0.84690 -0.07430  -0.11
H -0.47068 -0.64278 1.62630  0.14
H -1.41434 2.01083 -0.08293  0.12

Output
**E_LUMO**: 0.41 eV
**Molar mass**: 82.19 g/mol
**Structure (SMILES)**: SS.C
**HOMO level**: -9.45 eV
**2S+1**: 1
**Kohn-Sham gap**: 9.9 eV
**Total charge**: 0

***

2.
This record from the OMol25 dataset describes a 2-piece molecular cluster, CH6S2 overall. The level of theory is the ωB97M-V functional and the def2-TZVPD basis.

Last column: natural (NBO) charge in e.
Element x y z (Å)
C 1.81246 0.26280 3.27183  -0.89
H 2.17102 -0.41672 4.10830  0.23
H 0.76376 0.34379 2.96879  0.22
H 2.43055 0.02982 2.34236  0.22
H 2.13505 1.38712 3.28543  0.22
S -0.79733 -0.27604 -1.96007  -0.15
S -0.34764 0.17120 0.07598  -0.12
H 0.38665 -0.13402 -2.61355  0.13
H -0.44236 -1.10933 0.42326  0.13

Output
**E_LUMO**: 0.13 eV
**Molar mass**: 82.19 g/mol
**Structure (SMILES)**: SS.C
**HOMO level**: -9.51 eV
**2S+1**: 1
**Kohn-Sham gap**: 9.6 eV
**Total charge**: 0

***

Most stable: 1

***

1.
This record from the OMol25 dataset describes a 2-piece molecular cluster, C3H10NS overall. The level of theory is the ωB97M-V functional and the def2-TZVPD basis.

Last column: natural (NBO) charge in e.
Element x y z (Å)
C 1.30656 -2.71632 0.34693  -0.74
S 1.36061 -1.88229 -1.31396  -0.76
H 0.27470 -2.68275 0.71259  0.17
H 1.45098 -3.78177 0.14785  0.18
H 2.00927 -2.41112 1.12411  0.17
C -1.62049 1.95159 0.18077  -0.62
C -0.62055 0.89949 -0.30720  -0.22
N 0.78194 1.34630 -0.05261  -0.86
H -2.04170 1.88086 1.19214  0.18
H -1.21464 2.93220 -0.05066  0.21
H -2.55184 1.71878 -0.36283  0.19
H -0.91092 -0.09268 0.02563  0.20
H -0.66722 0.97566 -1.39311  0.18
H 1.13179 0.69459 0.64093  0.36
H 1.31150 1.16747 -0.89056  0.38

Output
**E_LUMO**: 3.94 eV
**Molar mass**: 92.19 g/mol
**HOMO level**: -2.23 eV
**2S+1**: 1
**Kohn-Sham gap**: 6.2 eV
**Total charge**: -1

***

2.
This record from the OMol25 dataset describes a 2-piece molecular cluster, C3H10NS overall. The level of theory is the ωB97M-V functional and the def2-TZVPD basis.

Last column: natural (NBO) charge in e.
Element x y z (Å)
C 1.41941 1.64457 0.06991  -0.76
S -0.07393 1.67922 -1.02695  -0.72
H 2.29172 1.98466 -0.46368  0.17
H 1.79131 0.69421 0.70080  0.15
H 1.17599 2.44446 0.85580  0.17
C -0.50230 -2.69580 -0.19141  -0.62
C 0.00671 -1.48439 0.64802  -0.22
N -0.90858 -0.66202 1.33079  -0.89
H -0.66005 -3.71375 0.36678  0.18
H 0.08701 -2.96864 -1.14343  0.21
H -1.49060 -2.30785 -0.61290  0.20
H 0.57041 -0.87889 -0.01893  0.21
H 0.63874 -1.95163 1.49561  0.15
H -1.78457 -0.40895 0.81209  0.37
H -0.61981 0.08667 1.96438  0.38

Output
**E_LUMO**: 4.10 eV
**Molar mass**: 92.19 g/mol
**HOMO level**: -2.21 eV
**2S+1**: 1
**Kohn-Sham gap**: 6.3 eV
**Total charge**: -1

***

Most stable: 1